C4H7N3S | the ωB97M-V functional and the def2-TZVPD basis

```
15
Properties=species:S:1:pos:R:3:forces:R:3
C -0.6570 -0.7539 -1.9846 -0.8912 -3.4290 2.0838
C -0.6310 -2.2967 -0.5172 -0.7735 -0.8591 0.9195
C -0.0770 2.4517 1.5316 0.6671 -0.0295 1.0768
C 0.4827 1.3774 0.9299 -0.2954 1.3466 0.8855
N -1.8868 -1.0901 -1.7183 -0.2355 1.2683 -0.0166
N -1.8749 -2.0218 -0.7363 -0.5633 -0.3872 0.0943
N 0.1785 -1.5823 -1.2702 -2.5335 1.6610 -0.4566
S 2.1683 0.7846 1.2771 -1.5935 -1.6130 -3.4229
H -0.3637 -0.1562 -2.7199 1.2182 2.5404 -2.7986
H -0.2582 -2.9816 0.1918 0.1553 -0.7231 0.6448
H -1.1382 2.8091 1.5938 1.0608 -0.7904 -0.9244
H 0.5584 3.0341 2.2429 -0.4763 -0.5661 -0.5781
H 1.0960 -1.7938 -1.3068 3.6767 -0.0524 -0.4664
H -0.0587 0.8123 0.1698 0.2768 -0.1531 0.3530
H 2.4616 1.4071 2.3163 0.3071 1.7865 2.6060
```
Forces are in eV/Å.

Properties
* frontier orbital gap: 9.53 eV
* LUMO: 0.55 eV
* 2S+1: 1
* SMILES string: c1nnc[nH]1.C=CS
* charge: 0
* relative energy (zero: lowest compared OMol25 entry of this formula, charge and spin): 3.083 eV
* HOMO energy: -8.97 eV